Entry 1:
Molecular formula: C13H17CoF6N2OPS
Method: DFT, ωB97M-V with the def2-TZVPD basis set

Structure (XYZ):
```
42
Properties=species:S:1:pos:R:3:forces:R:3:mulliken_charge:R:1
Co 0.0373 0.1962 0.1126 -0.430 0.920 0.272 0.530
N -1.6472 0.7699 1.1472 0.019 -0.241 0.095 -0.483
C -2.9686 0.7861 0.4714 0.071 0.032 -0.028 -0.525
C -3.2385 -0.5480 -0.1993 -0.049 0.011 0.020 -0.680
C -2.2951 -0.8354 -1.3522 0.037 -0.031 -0.021 -0.549
N -0.9114 -1.1154 -0.8718 -0.029 -0.155 -0.556 -0.328
H -1.6715 0.1368 1.9486 -0.074 0.049 0.045 0.344
H -1.4493 1.6819 1.5536 0.058 0.011 -0.024 0.345
H -2.9404 1.5765 -0.2801 -0.030 0.027 0.022 0.354
H -3.7516 1.0386 1.1862 -0.010 -0.070 0.004 0.387
H -4.2582 -0.5499 -0.5841 -0.003 0.025 -0.011 0.332
H -3.1952 -1.3598 0.5354 -0.013 -0.007 -0.002 0.307
H -2.2369 0.0193 -2.0271 -0.012 -0.005 -0.020 0.352
H -2.6406 -1.6937 -1.9286 -0.012 -0.010 0.033 0.398
H -0.3371 -1.4197 -1.6548 -0.069 -0.040 -0.017 0.350
H -0.9307 -1.9046 -0.2225 -0.053 -0.080 -0.075 0.396
C 10.1323 0.6185 -4.6552 -0.101 0.037 0.045 -1.172
C 8.6718 0.3860 -4.5027 0.136 -0.075 -0.100 0.790
O 7.9051 -0.2512 -5.1081 -0.086 0.047 0.082 -0.348
S 8.0905 1.4357 -2.9030 0.275 0.008 -0.073 -0.196
C 6.4579 1.2922 -2.6755 -0.381 0.029 0.090 1.237
C 5.5272 0.5627 -3.5172 0.141 0.096 0.097 -0.479
C 4.2285 0.5090 -3.1774 -0.133 0.055 0.096 -0.681
C 3.7386 1.1617 -1.9702 0.382 0.077 0.092 0.688
C 4.6708 1.9326 -1.1574 -0.157 -0.084 -0.043 -0.700
C 5.9662 1.9958 -1.4981 0.063 -0.083 -0.114 -0.782
C 2.4646 1.0216 -1.5663 -0.477 0.186 -0.393 1.180
C 1.3022 0.7857 -1.1496 0.437 -0.758 0.360 -1.385
H 10.5060 -0.0300 -5.4438 0.002 0.003 -0.008 0.335
H 10.6453 0.4187 -3.7131 0.005 -0.002 -0.001 0.401
H 10.2950 1.6669 -4.9178 0.017 -0.002 0.006 0.386
H 5.8866 0.0698 -4.4036 0.016 -0.031 -0.040 0.571
H 3.5163 -0.0270 -3.7897 0.008 -0.015 0.001 0.477
H 4.2921 2.4277 -0.2738 0.000 -0.011 0.013 0.475
H 6.6744 2.5533 -0.8988 -0.002 -0.002 0.004 0.444
F 1.1546 -1.2109 1.0130 0.195 -0.053 0.140 -0.433
P 1.8442 -0.3021 2.3277 0.297 -0.236 0.321 1.341
F 0.9977 1.0355 1.5548 0.155 0.315 -0.119 -0.454
F 2.5227 -1.5935 2.8708 -0.053 0.088 -0.055 -0.291
F 3.0502 0.0342 1.3357 -0.095 -0.027 -0.051 -0.293
F 2.3583 0.6876 3.4137 0.001 0.010 -0.008 -0.307
F 0.4729 -0.5692 3.0902 -0.043 -0.008 -0.076 -0.335
```
Positions in Å, forces in eV/Å.

Values from the calculation:
<S²> ... 0.87
Spin multiplicity ... 2
Charge ... +2
Energy above the lowest of the compared OMol25 structures with the same formula, charge and spin ... 12.6 kcal/mol
Gap between HOMO and LUMO (spin up / spin down) ... 5.8897 / 5.6947 eV

Entry 2:
Molecular formula: C21H30BaN3O5
Method: DFT, ωB97M-V with the def2-TZVPD basis set

Structure (XYZ):
```
60
Properties=species:S:1:pos:R:3:forces:R:3:mulliken_charge:R:1
Ba 1.2980 -10.4069 -20.3122 -0.103 0.358 0.680 1.891
C 3.0260 -7.7376 -16.2875 0.937 -0.631 -0.591 -1.322
C 1.8715 -8.3773 -17.0402 -1.216 -0.412 -0.858 0.653
C 0.8906 -7.3022 -17.5708 0.185 0.087 0.235 -1.183
O 2.2203 -9.2319 -18.0636 -0.075 -0.305 -0.317 -0.795
H 3.3962 -6.8646 -16.8340 -0.172 0.314 0.396 0.272
H 3.8709 -8.4351 -16.3175 -0.138 -0.121 0.117 0.336
H 2.7821 -7.5845 -15.2368 -0.004 0.577 -0.035 0.382
H 1.2581 -8.8987 -16.2746 0.144 -0.263 0.180 -0.127
H 1.1809 -6.9608 -18.5678 0.332 0.102 0.113 0.213
H 0.8774 -6.4592 -16.8703 -0.314 0.123 -0.165 0.366
H -0.1162 -7.7110 -17.6880 -0.024 -0.016 0.174 0.286
C 1.4080 -11.2642 -24.9566 -0.575 0.382 2.513 -0.684
C 0.4955 -10.9898 -25.9862 1.833 -0.527 -1.712 0.460
C -0.9558 -10.8732 -25.6072 -2.599 0.073 -2.090 0.417
O -1.8466 -10.8400 -26.4958 1.380 -0.056 0.296 -0.719
C -1.3700 -10.8096 -24.2801 0.708 0.395 2.639 -0.849
C -0.4865 -10.7709 -23.1920 1.306 -0.901 -2.263 0.521
C 1.0545 -11.1337 -23.5911 -0.245 0.441 -1.460 0.515
O 1.9541 -11.2103 -22.6951 -0.494 0.109 0.889 -0.902
O -0.7506 -10.5374 -21.9931 0.232 0.111 0.998 -0.782
O 0.9109 -10.9207 -27.1653 -1.147 0.218 0.697 -0.725
H 2.4651 -11.3735 -25.1523 0.036 -0.104 -0.260 0.393
H -2.4196 -10.6403 -24.0793 -0.071 0.004 -0.114 0.390
C 3.9192 -5.1145 -23.3911 0.048 -0.427 0.709 -1.132
C 3.8416 -6.4320 -24.1656 -1.044 2.056 -1.130 -0.484
C 4.0231 -7.6489 -23.3546 0.988 -1.795 0.665 -0.266
C 2.9934 -7.8721 -22.3329 0.271 0.183 -0.358 0.041
N 2.1939 -8.0409 -21.5307 -0.044 0.196 -0.024 -0.278
H 3.0425 -5.0081 -22.7476 0.027 0.096 -0.022 0.310
H 3.9796 -4.2472 -24.0441 -0.010 -0.037 -0.071 0.351
H 4.7875 -5.1282 -22.7248 0.051 0.188 -0.104 0.291
H 4.5231 -6.3385 -25.0130 0.218 -0.596 0.158 0.348
H 2.8405 -6.4535 -24.6131 0.141 -0.199 -0.114 0.294
H 4.9995 -7.6945 -22.8534 -0.145 0.404 0.195 0.309
H 4.0837 -8.5558 -23.9666 -0.506 0.074 -0.106 0.262
C -1.2375 -12.6285 -15.3294 0.309 0.109 1.207 -1.173
C -1.1561 -13.9157 -16.1449 -1.065 0.615 0.087 -0.202
C -1.7927 -13.8452 -17.5345 0.883 0.497 -1.046 -0.186
C -1.2894 -12.6936 -18.3215 -0.538 -0.427 0.442 -0.059
N -0.9342 -11.8021 -18.9432 0.256 0.247 -0.003 -0.219
H -0.8603 -11.6958 -15.7488 0.145 -0.292 -0.510 0.315
H -0.6136 -12.8359 -14.4523 0.001 0.286 0.022 0.335
H -2.2114 -12.3903 -14.8950 -0.227 -0.263 -0.402 0.307
H -1.7573 -14.6468 -15.6010 0.422 -0.310 0.069 0.312
H -0.1098 -14.2104 -16.1701 -0.054 -0.260 -0.327 0.220
H -2.8802 -13.7950 -17.5522 -0.033 0.085 0.340 0.352
H -1.5204 -14.7042 -18.1527 -0.107 -0.219 0.228 -0.035
C 1.9540 -16.6246 -18.2131 -0.366 0.902 -0.899 -1.140
C 0.8655 -16.6241 -19.3227 1.267 0.975 0.616 0.168
C 1.4257 -15.8497 -20.5397 -0.191 -1.918 -0.715 -0.582
C 1.5012 -14.4156 -20.3891 0.201 -0.455 -0.012 -0.139
N 1.5675 -13.2864 -20.2373 0.052 0.350 0.206 -0.024
H 2.3211 -15.5951 -18.1591 0.094 -0.033 0.253 0.301
H 2.7962 -17.2201 -18.5623 0.002 -0.270 0.398 0.367
H 1.5907 -16.8806 -17.2221 0.052 -0.400 -0.059 0.320
H 0.0123 -16.0498 -18.9683 -0.431 -0.589 0.006 -0.263
H 0.6728 -17.6507 -19.6179 -0.575 0.087 -0.058 0.348
H 0.8622 -16.1276 -21.4361 -0.360 0.547 0.088 0.311
H 2.3830 -16.3187 -20.7904 0.352 0.634 0.209 0.315
```
Positions in Å, forces in eV/Å.

Values from the calculation:
Charge ... -1
Energy above the lowest of the compared OMol25 structures with the same formula, charge and spin ... 0.0 kcal/mol
Gap between HOMO and LUMO ... 5.3314 eV

Entry 3:
Molecular formula: C9H15F2NO2
Method: DFT, ωB97M-V with the def2-TZVPD basis set

Structure (XYZ):
```
29
Properties=species:S:1:pos:R:3:forces:R:3:mulliken_charge:R:1
C -3.1949 0.3488 0.9309 -1.767 -1.186 -0.417 -0.833
C -2.7730 1.1696 0.0288 1.000 0.666 -0.115 1.010
C -1.4230 1.8290 0.3348 -0.961 -0.368 0.255 0.526
C -3.3469 1.4613 -1.3213 -0.327 -0.239 -0.167 -1.310
C 1.4312 -2.8449 0.5915 0.171 0.215 0.100 -1.280
C 1.9083 -1.4196 0.8466 -0.257 -0.048 -0.233 -0.375
C 1.1880 -0.4235 -0.0612 0.265 0.114 0.376 -0.369
C 1.4746 1.0247 0.3305 -0.428 -0.037 -0.324 -0.752
C 0.7451 2.0185 -0.5734 0.532 0.170 0.335 -0.678
N -5.0099 -1.0439 0.3512 1.274 0.834 0.720 0.004
O -1.1308 2.3488 1.3731 0.270 0.139 0.194 -0.566
O -0.6400 1.6808 -0.7197 0.158 -0.052 -0.496 -0.306
F -4.7428 -1.2767 -0.9644 -0.109 0.077 -0.178 -0.122
F -6.0393 -0.1483 0.3143 -0.079 0.032 -0.208 -0.122
H -2.9920 -0.0286 1.9008 0.265 -0.089 0.457 0.420
H -3.0471 0.6814 -2.0217 -0.006 0.083 -0.072 0.243
H -2.9876 2.4171 -1.6915 -0.009 0.032 -0.013 0.426
H -4.4324 1.4771 -1.2683 -0.027 -0.017 -0.067 0.398
H 1.9848 -3.5533 1.2001 0.029 -0.168 0.063 0.398
H 0.3738 -2.9381 0.8314 -0.100 -0.062 -0.014 0.315
H 1.5708 -3.1101 -0.4539 -0.016 -0.095 -0.124 0.310
H 2.9846 -1.3516 0.6774 0.067 0.032 0.071 0.299
H 1.7216 -1.1559 1.8906 0.060 0.038 0.026 0.346
H 1.4905 -0.5892 -1.0975 -0.069 -0.058 -0.105 0.269
H 0.1128 -0.6063 0.0013 -0.026 -0.035 -0.073 0.230
H 2.5430 1.2308 0.2595 0.081 0.052 0.038 0.432
H 1.1625 1.1911 1.3623 0.088 0.029 0.024 0.333
H 1.1364 1.9876 -1.5913 -0.040 0.036 0.086 0.394
H 0.8300 3.0319 -0.1685 -0.041 -0.096 -0.138 0.358
```
Positions in Å, forces in eV/Å.

Values from the calculation:
Energy above the lowest of the compared OMol25 structures with the same formula, charge and spin ... 23.6 kcal/mol
Gap between HOMO and LUMO (spin up / spin down) ... 8.5363 / 9.9649 eV

Entry 4:
Molecular formula: C5H14N2O
Method: DFT, ωB97M-V with the def2-TZVPD basis set

Structure (XYZ):
```
22
Properties=species:S:1:pos:R:3:forces:R:3:mulliken_charge:R:1
C -0.1685 -0.3331 -1.1573 0.971 -1.355 -1.016 -0.699
C -1.2860 0.4847 -0.5563 -0.902 1.141 0.475 -0.463
C -0.9218 1.3716 0.6261 -0.909 -0.181 -0.825 -0.020
C -1.0958 2.6850 0.5300 1.161 0.289 0.791 -0.877
N 0.4897 -1.2605 -0.2460 -1.576 0.375 0.371 0.061
C -0.0200 -2.6056 0.0646 1.486 -0.379 0.132 -0.357
N -0.8970 -2.3206 1.1211 -1.012 -0.237 -0.056 -0.407
H 0.6832 0.2446 -1.5444 -0.377 0.474 0.102 0.302
H -0.5306 -0.9298 -1.9928 -0.053 0.012 -0.104 0.388
H -1.6758 1.1434 -1.3348 0.564 0.161 -0.294 0.370
H -2.2241 -0.0664 -0.3913 0.581 -0.596 0.421 0.308
H -0.6972 0.9218 1.5917 0.154 0.032 -0.150 0.362
H -0.8086 3.2898 1.3873 -0.349 0.052 -0.061 0.286
H -1.3413 3.2469 -0.3640 -0.193 -0.356 -0.088 0.278
H 0.6511 -0.8256 0.6540 0.857 0.331 0.325 0.288
H 0.8334 -3.1389 0.5011 -0.067 -0.223 -0.454 0.367
H -0.4074 -3.1306 -0.8019 0.002 0.191 -0.285 0.347
H -0.9417 -3.0659 1.8064 -0.120 0.310 0.171 0.267
H -1.8020 -2.0388 0.7632 -0.121 -0.064 0.501 0.188
H 3.5878 2.3721 0.3218 -0.307 0.217 0.236 0.326
H 2.2515 2.0386 -0.4586 0.193 0.440 0.438 0.320
O 3.2100 1.9623 -0.4561 0.017 -0.632 -0.631 -0.634
```
Positions in Å, forces in eV/Å.

Values from the calculation:
<S²> ... 0.75
Spin multiplicity ... 2
Charge ... +1
Energy above the lowest of the compared OMol25 structures with the same formula, charge and spin ... 44.7 kcal/mol
Gap between HOMO and LUMO (spin up / spin down) ... 11.0577 / 6.4131 eV

Entry 5:
Molecular formula: C5H13NO3P
Method: DFT, ωB97M-V with the def2-TZVPD basis set

Structure (XYZ):
```
23
Properties=species:S:1:pos:R:3:forces:R:3:mulliken_charge:R:1
C -0.7336 -2.6082 -0.8619 0.661 0.341 2.726 -0.848
C -0.8718 -2.1535 0.3968 -0.093 -1.757 -0.756 0.040
N -0.8795 -0.7541 0.6650 -0.176 0.080 0.442 0.282
C -1.8536 -0.3482 1.7209 4.802 1.712 1.309 -1.074
P 0.0856 0.3614 -0.0162 3.979 0.597 2.437 0.810
O 1.3865 1.2985 1.0782 -4.938 -0.830 -3.626 -0.560
O -0.8464 1.5098 -0.3101 -0.607 1.360 -0.571 -0.233
C -0.5268 2.8898 -0.6952 1.484 0.677 1.377 -0.677
O 0.9646 -0.2522 -1.1802 -0.860 0.910 1.401 -0.242
C 2.4352 -0.2992 -1.1932 0.703 -0.592 0.687 -0.587
H -0.5156 -3.6555 -0.9765 -0.391 -0.129 -0.582 0.291
H -0.4972 -1.8296 -1.5373 -0.167 -0.146 -1.417 0.308
H -1.0494 -2.8643 1.2600 0.335 1.311 -0.885 0.297
H -2.7728 -0.1085 1.4215 -3.461 1.210 -1.981 0.378
H -1.3710 0.5015 2.2863 -0.838 -0.739 -0.492 0.320
H -1.9837 -1.1195 2.4078 0.255 -1.574 1.084 0.431
H 1.9296 0.6440 1.4402 1.518 -1.698 1.177 0.284
H 0.2949 3.3178 -0.0636 -0.734 -0.779 -0.311 0.328
H -1.3784 3.5340 -0.5674 -0.608 -0.366 0.033 0.274
H -0.1821 2.8921 -1.6946 0.090 -0.125 -1.108 0.308
H 2.8737 -0.3520 -0.1533 -0.691 -0.170 -1.220 0.321
H 2.8077 0.6112 -1.6540 -0.097 -0.119 -0.181 0.285
H 2.6843 -1.2151 -1.7733 -0.165 0.825 0.458 0.263
```
Positions in Å, forces in eV/Å.

Values from the calculation:
SMILES ... C=C[N+](C)=P(O)(OC)OC
Charge ... +1
Energy above the lowest of the compared OMol25 structures with the same formula, charge and spin ... 33.4 kcal/mol
Gap between HOMO and LUMO ... 9.9823 eV

Entry 6:
Molecular formula: C2H3FO
Method: DFT, ωB97M-V with the def2-TZVPD basis set

Structure (XYZ):
```
7
Properties=species:S:1:pos:R:3:forces:R:3:mulliken_charge:R:1
C -0.5293 -0.3521 0.4664 0.743 -2.794 -2.045 0.627
C 0.3587 0.5772 -0.1880 1.066 1.640 3.925 -0.592
O -1.5438 -0.4689 0.9408 -0.708 -0.334 1.080 -0.221
F 0.0965 -2.0964 -0.3990 -0.735 2.653 1.310 -0.633
H 1.3149 0.1578 -0.3617 0.725 -0.531 -0.299 0.296
H -0.1876 0.7016 -1.0733 -0.472 1.085 -1.516 0.233
H 0.4906 1.4808 0.6148 -0.619 -1.718 -2.455 0.289
```
Positions in Å, forces in eV/Å.

Values from the calculation:
Energy above the lowest of the compared OMol25 structures with the same formula, charge and spin ... 58.1 kcal/mol
Gap between HOMO and LUMO ... 10.6518 eV